No. 1
A single C18H25NO4 molecule, computed with ωB97M-V/def2-TZVPD.

Output
Structure (SMILES) = CCOC(=O)C1CCN(C(=O)CCCOc2ccccc2)CC1
Kohn-Sham gap = 9.17 eV
Relative energy (zero: lowest compared OMol25 entry of this formula, charge and spin) = 0.960 eV
E_LUMO = 0.71 eV
F_max = 0.5 eV/A

Each line ends with the natural charge from an NBO analysis.
Geometry (Å):
C (0.75489, -1.51573, -6.00115)  -0.635
C (-0.38015, -0.50968, -5.87624)  -0.076
O (-0.68856, -0.23781, -4.50721)  -0.516
C (0.07610, 0.65960, -3.87671)  0.806
O (0.97566, 1.26008, -4.40217)  -0.606
C (-0.37891, 0.84079, -2.43537)  -0.327
C (-0.49032, -0.50824, -1.71618)  -0.401
C (0.90388, -1.10355, -1.49539)  -0.214
N (1.71809, -0.18737, -0.73526)  -0.446
C (2.18297, -0.33949, 0.52524)  0.688
O (2.79783, 0.54998, 1.08755)  -0.644
C (1.92454, -1.66216, 1.23364)  -0.495
C (0.51437, -1.72758, 1.82579)  -0.401
C (0.24977, -0.55066, 2.76014)  -0.068
O (-1.06156, -0.69671, 3.26535)  -0.500
C (-1.52402, 0.22204, 4.15934)  0.301
C (-2.81476, 0.00012, 4.64223)  -0.261
C (-3.37827, 0.87012, 5.55161)  -0.190
C (-2.66773, 1.97496, 5.99537)  -0.249
C (-1.39043, 2.19718, 5.51690)  -0.202
C (-0.81240, 1.33112, 4.60255)  -0.270
C (1.91029, 1.07999, -1.41492)  -0.236
C (0.56888, 1.76645, -1.66941)  -0.403
H (0.51144, -2.42850, -5.46203)  0.209
H (1.67136, -1.09502, -5.59444)  0.222
H (0.91520, -1.75469, -7.04832)  0.219
H (-0.11040, 0.42858, -6.37150)  0.200
H (-1.30538, -0.90385, -6.30087)  0.191
H (-1.37521, 1.29474, -2.49117)  0.241
H (-1.09893, -1.19713, -2.30190)  0.229
H (-0.97398, -0.35147, -0.74987)  0.211
H (0.82427, -2.06595, -0.99423)  0.216
H (1.38480, -1.26286, -2.46956)  0.193
H (2.65046, -1.71369, 2.04734)  0.237
H (2.09889, -2.50897, 0.56971)  0.219
H (-0.24333, -1.72307, 1.04120)  0.201
H (0.39847, -2.65386, 2.39201)  0.218
H (0.98139, -0.55170, 3.57861)  0.180
H (0.34573, 0.39686, 2.21395)  0.181
H (-3.35229, -0.86537, 4.28723)  0.221
H (-4.37736, 0.68561, 5.91815)  0.213
H (-3.10838, 2.65536, 6.70812)  0.212
H (-0.82800, 3.05529, 5.85484)  0.212
H (0.18549, 1.53103, 4.24532)  0.217
H (2.54472, 1.70148, -0.78177)  0.253
H (2.41766, 0.90174, -2.36763)  0.206
H (0.74125, 2.67671, -2.24346)  0.232
H (0.11197, 2.03525, -0.71547)  0.212

Forces on the atoms, in the same order (eV/Å):
C -0.2 0.3 0.2
C 0.3 0.0 -0.5
O -0.2 -0.2 0.1
C -0.1 0.2 0.3
O 0.1 0.0 -0.1
C 0.0 0.1 0.1
C 0.1 -0.1 -0.2
C -0.4 -0.2 0.1
N 0.0 0.1 -0.3
C 0.2 -0.5 0.1
O 0.1 0.2 0.4
C -0.1 0.1 0.1
C 0.0 0.2 0.2
C 0.2 -0.1 -0.2
O -0.2 -0.1 0.1
C -0.2 0.0 0.1
C 0.1 -0.1 -0.1
C 0.0 0.0 0.0
C 0.0 0.2 0.1
C -0.1 0.0 0.1
C 0.2 -0.2 -0.2
C 0.1 0.5 0.1
C 0.1 -0.1 -0.3
H 0.0 -0.1 0.0
H 0.1 0.0 0.0
H 0.0 -0.1 -0.1
H -0.1 -0.1 0.0
H 0.1 0.1 0.1
H 0.1 -0.1 0.0
H 0.0 0.0 0.1
H 0.0 0.0 0.0
H 0.1 0.0 0.0
H 0.0 -0.1 0.1
H 0.0 0.0 -0.1
H 0.0 0.0 0.0
H -0.1 0.0 0.0
H 0.0 0.0 0.0
H -0.1 0.1 -0.1
H 0.0 0.0 0.1
H -0.1 -0.1 0.0
H -0.1 0.0 0.0
H 0.0 0.1 0.1
H 0.0 0.1 0.0
H 0.1 0.0 -0.1
H -0.1 -0.1 -0.2
H 0.0 0.0 0.1
H 0.0 0.0 0.1
H 0.0 0.0 0.0

No. 2
A single C18H25O6 molecule in a non-equilibrium geometry, computed with ωB97M-V/def2-TZVPD.

Output
Kohn-Sham gap (alpha / beta) = 7.64 / 9.42 eV
Spin multiplicity = 2
Relative energy (zero: lowest compared OMol25 entry of this formula, charge and spin) = 1.042 eV
E_LUMO (alpha / beta) = 0.42 / 0.38 eV
F_max = 2.2 eV/A

Each line ends with the Mulliken spin population.
Geometry (Å):
C (2.07182, 2.40232, -2.46682)  0.095
C (0.71231, 2.34843, -1.75150)  0.089
C (-0.39178, 3.12435, -2.54169)  0.040
C (-1.16094, 3.88399, -1.44592)  -0.004
C (-0.27473, 3.86510, -0.23624)  -0.011
C (0.76462, 3.05851, -0.40343)  0.071
C (0.28354, 0.92089, -1.53986)  0.590
C (0.89326, 0.09163, -0.48293)  0.078
C (0.84204, -1.41864, -0.77782)  0.098
C (1.60971, -2.17220, 0.32723)  0.006
C (2.98337, -1.63835, 0.52797)  -0.001
C (3.93017, -1.70562, -0.39472)  0.002
C (5.18594, -0.97065, -0.24120)  0.002
O (5.34755, -0.26373, 0.73518)  0.001
O (6.10187, -1.11476, -1.24539)  0.000
C (7.21712, -0.33949, -0.95534)  0.000
C (-0.61845, -1.86985, -0.77813)  -0.012
O (-1.05194, -2.59455, -1.64598)  0.000
O (-1.36144, -1.40236, 0.26266)  0.009
C (-2.65988, -1.89302, 0.16038)  0.003
C (1.49145, -1.72852, -2.12942)  -0.016
O (1.72908, -0.84793, -2.92583)  -0.003
O (1.76144, -3.04140, -2.34966)  -0.001
C (2.18633, -3.21376, -3.66099)  -0.001
H (2.82582, 1.86675, -1.89528)  -0.016
H (2.01433, 1.92755, -3.44555)  0.003
H (2.41119, 3.42919, -2.59352)  0.001
H (0.06583, 3.80761, -3.26323)  -0.002
H (-1.02938, 2.44515, -3.11245)  -0.002
H (-1.40851, 4.91182, -1.73841)  0.001
H (-2.10475, 3.37103, -1.22218)  0.007
H (-0.44898, 4.43930, 0.65723)  0.001
H (1.53193, 2.87927, 0.32863)  0.004
H (-0.24800, 0.41954, -2.32689)  -0.031
H (1.93968, 0.38447, -0.35251)  0.001
H (0.39398, 0.28691, 0.47222)  0.005
H (1.03977, -2.10358, 1.25774)  -0.002
H (1.64991, -3.23465, 0.06891)  0.000
H (3.19138, -1.04901, 1.40613)  -0.002
H (3.75706, -2.23860, -1.31086)  0.000
H (7.93653, -0.42508, -1.77267)  0.000
H (6.91056, 0.70162, -0.83380)  0.000
H (7.66210, -0.69721, -0.02444)  0.000
H (-3.30119, -1.38183, 0.88029)  0.000
H (-3.02567, -1.71856, -0.85286)  -0.001
H (-2.65418, -2.96699, 0.36287)  0.000
H (2.16870, -4.27923, -3.89875)  0.000
H (1.49988, -2.67333, -4.32006)  0.000
H (3.19545, -2.81102, -3.77002)  0.000

Forces on the atoms, in the same order (eV/Å):
C -0.1 -0.2 -0.1
C 0.0 -0.2 -0.2
C 0.4 0.0 0.6
C -0.7 0.3 -0.1
C 0.5 -0.2 -0.2
C -0.5 0.1 -0.4
C -0.1 0.4 -0.1
C 0.2 0.1 -0.2
C 0.0 0.3 0.8
C -0.5 -0.8 0.5
C 0.2 0.4 -0.1
C 0.0 -0.5 -0.8
C -0.1 0.4 0.8
O 0.6 -0.2 -0.8
O -1.9 -0.5 0.7
C 1.5 0.8 0.0
C 0.4 -0.4 -0.6
O 0.0 0.5 0.6
O 1.8 0.0 -0.9
C -1.6 -0.4 0.1
C -0.4 0.6 -0.1
O 0.2 -1.0 0.3
O -0.8 1.3 1.3
C 0.4 -0.5 -1.6
H 0.2 -0.1 0.1
H 0.0 0.0 0.0
H -0.1 0.1 0.0
H 0.0 0.0 0.2
H 0.1 0.0 0.1
H -0.1 -0.2 0.0
H 0.0 0.2 0.0
H -0.2 0.2 0.1
H 0.2 -0.1 0.1
H -0.3 0.0 -0.2
H 0.0 0.0 0.0
H 0.1 -0.2 0.1
H 0.0 0.1 -0.1
H 0.0 0.1 0.0
H 0.0 0.0 0.2
H 0.2 -0.2 -0.2
H -0.2 -0.1 0.1
H 0.3 0.0 0.0
H 0.2 0.2 -0.1
H 0.3 0.0 0.0
H -0.2 -0.1 0.2
H -0.2 0.1 -0.1
H 0.0 0.1 0.2
H 0.3 -0.2 -0.1
H 0.0 -0.1 -0.2

No. 3
A molecular structure, C18H25O6PPtS4 in a non-equilibrium geometry, computed with ωB97M-V/def2-TZVPD.

Output
Kohn-Sham gap (alpha / beta) = 9.41 / 5.62 eV
Spin multiplicity = 6
Charge = +1
E_LUMO (alpha / beta) = -2.27 / -6.37 eV
F_max = 2.6 eV/A

Each line ends with the Mulliken spin population.
Geometry (Å):
Pt (-0.36270, -0.08720, 0.90540)  1.487
C (5.70460, 1.23730, 2.04160)  -0.002
C (4.91770, -0.05200, 2.15180)  0.017
O (3.54100, 0.31760, 2.39530)  -0.011
P (2.24110, -0.41680, 1.90370)  0.502
S (-0.50400, -1.22790, 2.89660)  1.767
S (1.97160, -0.02880, -0.14500)  0.682
O (2.71160, -1.94410, 1.94060)  0.031
C (1.95930, -3.01340, 1.36860)  -0.026
C (2.38240, -4.31040, 2.02980)  -0.010
H (6.76200, 1.01850, 1.92280)  0.002
H (5.57270, 1.81970, 2.94920)  0.001
H (5.35850, 1.81850, 1.19040)  0.000
H (5.25430, -0.65480, 2.99680)  0.001
H (4.97950, -0.64890, 1.24020)  0.004
H (2.16460, -3.03450, 0.29240)  0.009
H (0.88420, -2.82600, 1.51920)  0.029
H (3.44370, -4.47890, 1.86580)  0.002
H (1.81810, -5.13690, 1.60870)  0.000
H (2.19460, -4.27160, 3.09890)  0.001
C (-2.35330, -3.63110, -1.65530)  0.012
S (-2.02580, -1.83560, -1.38570)  0.001
O (-0.97790, -1.94440, -0.29200)  0.129
C (-1.01680, -1.52690, -2.85360)  -0.002
C (0.23200, -2.12390, -2.92650)  0.003
C (1.04780, -1.86090, -4.01030)  -0.003
C (0.61620, -0.99810, -5.00610)  0.000
C (-0.62950, -0.39640, -4.92010)  0.000
C (-1.45520, -0.65670, -3.83760)  0.003
H (-1.57360, -4.04270, -2.28670)  0.001
H (-3.32440, -3.74830, -2.12150)  0.002
H (-2.35100, -4.11730, -0.68430)  0.002
H (0.55610, -2.78910, -2.14030)  0.000
H (2.01500, -2.33410, -4.07420)  0.000
H (1.25310, -0.79670, -5.85420)  0.000
H (-0.95930, 0.27820, -5.69540)  0.000
H (-2.42700, -0.19320, -3.77340)  0.000
C (3.26400, 4.29570, 3.58850)  -0.001
C (2.08160, 3.83770, 2.79510)  -0.004
C (1.69190, 4.50500, 1.63590)  0.033
C (0.59720, 4.07530, 0.90080)  -0.020
C (-0.12370, 2.98510, 1.34480)  0.063
C (0.21290, 2.33450, 2.51930)  0.061
C (1.32990, 2.74850, 3.22990)  0.022
S (-1.42050, 2.30910, 0.29710)  -0.030
O (-2.18230, 3.36400, -0.27690)  0.020
O (-2.16290, 1.34080, 1.14300)  0.155
O (-0.63330, 1.49600, -0.67400)  0.097
H (3.86500, 5.00250, 3.02250)  0.000
H (3.88610, 3.44830, 3.87090)  0.000
H (2.93480, 4.78370, 4.50730)  0.000
H (2.25630, 5.36300, 1.29870)  0.002
H (0.30060, 4.56950, -0.01000)  0.000
H (-0.44040, 1.57280, 2.93510)  -0.035
H (1.59260, 2.24420, 4.14680)  0.002

Forces on the atoms, in the same order (eV/Å):
Pt 0.0 -1.1 0.4
C -0.2 -0.3 0.0
C 0.5 0.1 0.0
O -0.7 0.2 0.5
P 1.7 -0.1 -1.9
S -0.3 0.4 -0.9
S -0.7 0.0 1.4
O 0.0 0.2 0.8
C -0.3 -0.6 -0.1
C 0.0 0.4 -0.1
H 0.1 0.0 0.0
H 0.0 0.1 0.1
H 0.0 0.1 0.0
H -0.1 0.0 -0.1
H -0.1 0.0 0.0
H -0.1 0.1 0.1
H 0.3 -0.1 -0.2
H 0.1 -0.1 0.0
H 0.0 -0.1 -0.1
H 0.0 0.0 0.1
C 0.0 0.6 0.0
S 0.0 -0.9 -1.4
O 0.7 0.5 1.3
C -0.4 0.2 0.2
C 0.0 -0.1 0.1
C 0.0 0.0 0.1
C -0.1 0.1 -0.1
C 0.1 0.0 -0.1
C -0.1 -0.1 0.1
H 0.1 0.0 0.0
H -0.1 0.1 -0.1
H 0.0 0.2 0.1
H 0.1 0.0 0.1
H 0.1 0.0 0.0
H 0.0 0.0 -0.1
H 0.0 0.0 0.0
H -0.1 0.1 0.1
C 0.0 0.0 0.1
C 0.0 -0.2 0.1
C -0.1 -0.2 -0.1
C 0.1 0.0 0.0
C -0.7 -0.2 -0.4
C -0.1 -0.1 0.3
C 0.0 0.2 -0.1
S 0.3 1.6 0.0
O 0.0 -0.1 0.0
O 0.1 -0.5 0.2
O -0.1 -0.5 -0.3
H 0.1 0.0 0.0
H 0.1 0.0 0.0
H 0.0 0.0 0.0
H 0.0 0.0 0.0
H 0.0 0.1 -0.1
H 0.0 0.1 0.0
H 0.1 0.0 0.2

Table of calculated total energy (Eh), in record order: -1056.645191, -1152.238595, -3205.394375